Below is a cluster of 3 separate species, C3H11NO4 in total, with properties calculated with the ωB97M-V functional and the def2-TZVPD basis.

Atoms and positions in Å:
O1 -1.1659 0.0995 -2.1266
O2 2.1865 1.5034 -2.0738
O3 -1.3111 -2.9081 0.1746
O4 0.9390 2.3478 0.7101
N1 -0.1424 0.4744 1.2259
C1 1.0104 1.1748 1.0126
C2 -0.1268 -1.0567 1.2678
C3 -1.4796 -1.7482 1.0116
H1 2.2043 0.7802 0.9313
H2 -2.2125 -1.2935 0.3963
H3 -1.9683 -2.1714 1.8391
H4 -1.2008 -2.5655 -0.7689
H5 1.7968 1.9000 -1.3229
H6 0.6363 -1.3393 0.5518
H7 2.4589 2.3350 -2.5704
H8 -0.1902 0.1301 -2.2060
H9 -0.9238 0.9366 1.6362
H10 0.3098 -1.4717 2.3022
H11 -1.5249 0.8787 -2.5968

ΔE to the lowest compared entry with this formula, charge and spin = 73.21 kcal/mol
LUMO energy = 0.7 eV
max |F| = 3.85 eV Å⁻¹
gap between HOMO and LUMO = 10.53 eV
structure (SMILES) = O=CNCCO.O.O
total energy = -12967.885 eV

These are the Löwdin partial charges, in e, on atoms 1 to 6:
1 O -0.0794
2 O -0.0692
3 O -0.1146
4 O -0.0276
5 N 0.0344
6 C -0.3836

---

Below is a structure of composition C12H82N2O29, with properties calculated with the ωB97M-V functional and the def2-TZVPD basis.

Atoms and positions in Å:
O1 -2.9013 1.1962 -1.8934
O2 -1.0783 3.3672 1.2506
O3 3.9817 -0.5078 -0.9084
O4 0.3527 -0.0818 3.7906
O5 -3.4463 -2.9768 0.2856
O6 -1.7673 4.4792 -1.3294
O7 -1.1223 2.8682 -3.0714
O8 -3.8623 -1.0418 2.1756
O9 -7.8003 -0.9188 4.1226
O10 -7.8183 1.8212 3.4096
O11 -2.4113 -4.2948 2.0736
O12 1.5837 2.9482 -4.4304
O13 -2.6493 -4.1228 4.9206
O14 3.0997 3.1652 0.9916
O15 0.3957 -3.2188 1.8136
O16 3.6497 -0.0258 1.7716
O17 -5.7463 1.9422 1.5446
O18 1.4907 0.3302 -1.7374
O19 -7.5113 -3.4838 2.9766
O20 1.4777 4.1772 -1.0004
O21 7.4397 -2.8978 -4.5894
O22 2.0677 2.9952 3.5986
O23 -2.6813 1.3812 5.0956
O24 2.7507 4.5132 -2.7544
O25 -2.4413 2.5082 2.4176
O26 -0.8723 2.2752 4.8426
O27 3.5587 1.8642 -5.9324
O28 1.2077 -1.5498 -4.1274
O29 2.2687 -2.0868 3.3246
N1 -0.5683 0.5932 1.2936
N2 4.0737 -3.7278 -3.1864
C1 0.3327 0.6682 -0.9754
C2 -1.7463 -0.1748 1.0806
C3 -0.1713 -1.5038 -3.9404
C4 6.3877 -2.5668 -3.8284
C5 5.4117 -3.8298 -3.9144
C6 -2.5583 -0.4918 2.3396
C7 -4.6403 -1.0418 3.2816
C8 1.5817 1.0502 -2.8994
C9 0.5527 0.1092 0.4456
C10 3.3097 -2.5628 -3.7824
C11 1.8157 -2.5008 -3.3674
C12 8.4227 -1.8688 -4.4864
H1 -5.0473 -0.0568 3.2496
H2 3.5437 -4.5598 -3.2574
H3 1.3367 -3.5208 -3.3864
H4 3.6327 0.8742 -6.0974
H5 1.5377 0.5792 0.7666
H6 5.8547 -1.5238 -4.1794
H7 -0.5543 1.4632 1.2126
H8 1.1547 -0.4568 3.4596
H9 -2.5253 0.9742 -2.5954
H10 -3.0623 -3.8618 1.3846
H11 -1.5883 -1.1238 0.4126
H12 -8.2803 -3.5498 2.4736
H13 -6.9873 -4.2658 3.1166
H14 -2.0093 5.3652 -1.7134
H15 -0.3793 -3.6588 1.4606
H16 -0.0743 2.4332 4.4236
H17 1.0237 -3.9828 1.8606
H18 -0.8063 2.9672 5.4776
H19 4.1427 0.5122 2.2096
H20 1.5287 2.1712 -2.7754
H21 -0.3503 2.9982 -3.4814
H22 0.9387 3.5752 -4.8594
H23 2.3117 4.3772 -1.8294
H24 -0.4073 0.2122 -1.6614
H25 -3.2243 2.2442 -1.8944
H26 -8.0543 -0.9258 5.1136
H27 5.2677 -3.8538 -4.9564
H28 3.3307 -2.6958 -4.9824
H29 3.1757 2.1042 -5.1194
H30 3.7867 -0.4418 0.0236
H31 -1.8463 -4.6828 4.9736
H32 -3.1763 3.0602 2.2476
H33 0.9667 4.9082 -0.6944
H34 0.8597 -0.8978 0.6126
H35 0.3337 -0.1478 4.7196
H36 -7.7023 -1.6598 3.6056
H37 5.8027 -4.4838 -3.2764
H38 9.3857 -1.9658 -5.1524
H39 2.5107 -3.0188 3.7716
H40 0.1557 1.8302 -0.9224
H41 3.4297 -0.6278 2.5096
H42 -1.8343 3.3562 1.6646
H43 2.1407 3.9912 3.4976
H44 1.6667 -2.3938 2.7716
H45 -0.5443 -2.3038 -4.6744
H46 -7.7383 0.8122 3.4876
H47 1.7007 -2.3528 -2.4064
H48 8.8527 -1.7528 -3.4904
H49 0.8777 0.6762 -3.7634
H50 2.4157 5.4212 -3.0844
H51 -0.4483 -1.0688 -3.0224
H52 -2.2083 -3.3608 5.3886
H53 3.8027 3.8472 0.7336
H54 -2.4053 0.3362 0.3106
H55 2.5867 0.4782 -3.2634
H56 3.7047 -1.5768 -3.6604
H57 -4.2113 -1.5868 4.0616
H58 -2.8723 -3.9898 2.8776
H59 2.1257 2.7482 2.6246
H60 4.2777 -3.6568 -2.3094
H61 -6.4143 1.9582 2.1746
H62 -3.4693 2.0442 4.8496
H63 -1.9873 1.8252 5.4646
H64 2.9957 -0.1358 -1.2574
H65 -0.6253 -0.5918 -4.1734
H66 -5.8503 1.0582 1.0886
H67 2.0717 3.1812 -3.6784
H68 -1.2353 3.9212 -1.8444
H69 8.2007 -0.7678 -4.8674
H70 -5.5993 -1.7468 3.1316
H71 -2.3293 2.0342 3.2996
H72 2.1007 3.8522 -0.2604
H73 -2.0563 -1.2208 2.9056
H74 -3.2043 -3.0318 -0.7484
H75 -1.4643 2.2142 -3.5574
H76 -0.3303 0.4392 2.2846
H77 -1.4153 3.7172 0.4426
H78 -3.2173 -2.2498 0.7106
H79 6.3577 -2.3598 -2.7774
H80 -8.6723 1.9502 2.8266
H81 -2.6783 0.3072 2.9806
H82 3.5837 2.5142 0.3196

ΔE to the lowest compared entry with this formula, charge and spin = 90.68 kcal/mol
LUMO energy = -4.6 eV
max |F| = 13.92 eV Å⁻¹
gap between HOMO and LUMO = 9.08 eV
total charge = +2
total energy = -76098.974 eV

These are the Löwdin partial charges, in e, on atoms 1 to 6:
1 O -0.0079
2 O -0.0041
3 O -0.1436
4 O 0.0136
5 O -0.0087
6 O -0.0542

---

Below is the molecule C6H2O2S, with properties calculated with the ωB97M-V functional and the def2-TZVPD basis.

Atoms and positions in Å:
S1 -0.5590 0.5154 4.1701
O1 -2.0302 -1.2428 1.9548
O2 1.1077 2.0635 2.0140
C1 0.4781 0.4400 0.2420
C2 0.6928 -0.4543 3.6739
C3 -0.0419 0.0278 2.4698
C4 0.6793 1.0240 1.5914
C5 -0.5652 -0.4177 0.2214
C6 -1.0032 -0.6875 1.6361
H1 1.0504 0.9149 -0.5310
H2 -1.1073 -1.0069 -0.4549

ΔE to the lowest compared entry with this formula, charge and spin = 0.00 kcal/mol
LUMO energy = -1.1 eV
max |F| = 2.46 eV Å⁻¹
gap between HOMO and LUMO = 8.54 eV
total energy = -21180.138 eV

These are the Löwdin partial charges, in e, on atoms 1 to 6:
1 S 1.0172
2 O 0.1124
3 O 0.1257
4 C 0.0618
5 C -0.2306
6 C -0.6177

---

Below is a structure of composition C29H24N6O2STe4Ti, with properties calculated with the ωB97M-V functional and the def2-TZVPD basis.

Atoms and positions in Å:
Te1 0.1674 -3.5509 -1.3480
Te2 -1.2768 -2.3011 0.6212
Te3 -1.7448 -4.4109 -3.0487
Te4 -0.3619 -3.2023 2.9940
Ti1 0.0006 0.1921 0.0883
S1 -3.4429 1.2620 0.5932
O1 -3.8956 0.0211 0.0428
O2 -3.7408 1.5594 1.9755
N1 2.8244 -0.1795 0.8543
N2 0.1634 0.2004 -1.8933
N3 -1.8685 1.4027 0.2610
N4 1.8881 -0.1655 -0.1497
N5 0.1093 2.3966 0.3416
N6 0.8499 0.2266 1.9714
C1 -0.8945 0.4680 -2.7928
C2 -1.1790 2.5161 0.6988
C3 1.4289 -0.0187 -2.4273
C4 0.8296 0.6461 4.3228
C5 -4.1739 2.5767 -0.3557
C6 -1.9593 -0.4235 -2.9064
C7 -1.6244 3.6068 1.4630
C8 -2.9948 -0.1621 -3.7929
C9 1.7856 -0.1088 -3.7686
C10 2.2107 0.0304 1.9916
C11 -4.3933 3.7204 -2.4437
C12 2.2389 0.4534 4.3620
C13 -5.1117 3.4170 0.2161
C14 -0.6892 4.5585 1.8062
C15 3.7242 -0.4973 -1.7857
C16 0.6509 4.4199 1.4429
C17 1.0093 3.2947 0.7303
C18 3.1086 -0.3753 -4.1108
C19 4.0740 -0.5629 -3.1321
C20 -5.3426 4.5787 -1.8909
C21 -5.9832 5.6476 -2.7359
C22 -5.6922 4.4161 -0.5554
C23 -2.9749 0.9778 -4.5852
C24 -3.8090 2.7208 -1.6872
C25 2.9183 0.1444 3.2323
C26 0.1950 0.5001 3.1312
C27 2.4110 -0.2283 -1.4444
C28 -0.8871 1.6249 -3.5781
C29 -1.9150 1.8719 -4.4750
H1 -3.7797 1.1688 -5.2854
H2 -3.8088 -0.8709 -3.8726
H3 -6.4255 5.0798 -0.1106
H4 -6.6817 5.2102 -3.4530
H5 -4.1043 3.8293 -3.4832
H6 3.9865 -0.0223 3.2205
H7 -1.8904 2.7673 -5.0868
H8 -5.3736 3.2874 1.2581
H9 -2.6469 3.6681 1.7977
H10 -0.8838 0.5910 3.0540
H11 5.0969 -0.7848 -3.4125
H12 -6.5363 6.3586 -2.1215
H13 4.4436 -0.6642 -0.9968
H14 3.3775 -0.4565 -5.1578
H15 2.7676 0.5404 5.3047
H16 1.0340 0.0002 -4.5383
H17 -1.9445 -1.3400 -2.3279
H18 -5.2343 6.1995 -3.3061
H19 0.2597 0.8436 5.2189
H20 -3.0711 2.0580 -2.1205
H21 1.3947 5.1472 1.7344
H22 2.0360 3.0792 0.4575
H23 -0.0582 2.3154 -3.4767
H24 -1.0010 5.4133 2.3954

ΔE to the lowest compared entry with this formula, charge and spin = 4.42 kcal/mol
LUMO energy = 3.6 eV
max |F| = 0.50 eV Å⁻¹
gap between HOMO and LUMO = 4.32 eV
total charge = -2
total energy = -106627.020 eV

These are the Löwdin partial charges, in e, on atoms 1 to 6:
1 Te -0.1100
2 Te 0.0236
3 Te -0.3949
4 Te -0.2467
5 Ti 0.7172
6 S 0.5670